This record from the OMol25 dataset describes a cluster of 2 separate species, C11H14N in total. The level of theory is ωB97M-V/def2-TZVPD.

Atoms and positions in Å:
C  1.841  1.939  -2.135
C  1.560  0.602  -2.548
C  1.594  2.370  -0.834
C  1.033  -0.306  -1.588
C  1.039  1.520  0.068
C  0.838  0.156  -0.295
C  -2.124  0.922  1.221
C  -1.965  -0.225  0.656
C  0.668  -1.952  1.049
C  0.190  -0.688  0.637
C  -2.662  -1.430  0.094
N  0.711  -0.837  2.057
H  2.284  2.552  -2.792
H  1.778  0.274  -3.655
H  1.851  3.341  -0.538
H  0.778  -1.255  -1.949
H  0.810  1.867  1.066
H  -3.277  1.207  1.095
H  -1.537  1.570  1.661
H  -0.133  -2.680  1.130
H  1.589  -2.413  0.828
H  -2.515  -2.460  0.511
H  -3.789  -1.297  0.014
H  -2.405  -1.505  -0.997
H  0.222  -0.837  2.994
H  1.619  -0.436  2.250

- Molecular weight: 160.24 g mol⁻¹
- Charge: +1
- Calculated total energy: -13112.579 eV

=====

This record from the OMol25 dataset describes an isolated molecule of C9H15NS. The level of theory is ωB97M-V/def2-TZVPD.

Atoms and positions in Å:
C  -1.504  -2.979  0.720
C  -0.596  -1.718  0.640
C  -1.097  -0.532  -0.160
C  -2.166  -0.724  -0.874
N  -3.349  -0.745  -1.257
C  -0.562  0.803  0.172
S  -1.770  2.037  0.341
C  0.757  1.116  0.175
C  1.046  2.492  0.699
C  2.050  0.312  -0.100
C  2.687  1.029  -1.243
H  -0.987  -3.804  1.272
H  -1.729  -3.540  -0.278
H  -2.521  -2.842  1.301
H  0.253  -2.023  0.215
H  -0.555  -1.323  1.612
H  -3.728  -0.845  -2.208
H  -2.786  1.147  0.467
H  0.427  3.014  -0.025
H  0.989  2.716  1.769
H  2.085  2.988  0.520
H  1.812  -0.743  -0.181
H  2.662  0.485  0.840
H  3.648  0.622  -1.523
H  2.893  1.967  -0.814
H  2.042  1.089  -2.079

- Molecular weight: 169.29 g mol⁻¹
- Structure (SMILES): CCC(=C=N)/C(S)=C(/C)CC
- Calculated total energy: -21898.048 eV

=====

Among the records above, which one has the lowest calculated total energy?
C9H15NS

=====

Which of these has the lowest calculated total energy?
C9H15NS